Record 1
DFT (the ωB97M-V functional and the def2-TZVPD basis) results for 2 unconnected molecules or ions with the total composition C2H8N3O at a distorted geometry.

Energy   -320.1778 a.u.
Total charge   +1
E_LUMO   -0.1326 Eh
Gap between HOMO and LUMO   10.427 eV
HOMO   -14.04 eV

```
14
C2H8N3O (the ωB97M-V functional and the def2-TZVPD basis)
C 1.48 -0.93 0.22
C -0.22 0.65 0.05
N -1.64 -1.20 0.00
N -1.43 0.19 0.00
N 0.12 1.91 0.04
O 2.57 -0.28 -0.08
H 1.31 -1.07 1.28
H 1.01 -1.62 -0.47
H 2.81 -0.31 -1.02
H -2.03 -1.51 -0.89
H -2.25 0.81 -0.02
H -2.27 -1.48 0.75
H 1.09 2.17 0.12
H -0.55 2.67 0.03
```


Record 2
DFT (the ωB97M-V functional and the def2-TZVPD basis) results for a gas-phase ion, C2H8N3O (charge +1) at a distorted geometry.

Energy   -320.0311 a.u.
Total charge   +1
<S²>   2.006
E_LUMO (spin up / spin down)   -0.1220 / -0.2947 Eh
Spin multiplicity   3
Gap between HOMO and LUMO (spin up / spin down)   6.435 / 6.667 eV
HOMO (spin up / spin down)   -9.76 / -14.69 eV

```
14
C2H8N3O (the ωB97M-V functional and the def2-TZVPD basis)
C -0.79 -0.31 0.00
C 1.52 0.68 0.19
N -1.43 0.92 0.07
N 0.53 -0.34 -0.11
N -1.40 -1.55 0.05
O 1.11 -1.57 0.01
H 1.25 1.64 0.75
H 2.25 0.19 0.70
H 1.93 0.92 -0.71
H -0.96 1.74 -0.30
H -2.38 1.00 -0.24
H -2.31 -1.50 0.43
H -0.85 -2.32 0.43
H 0.76 -2.14 -0.68
```


Record 3
DFT (the ωB97M-V functional and the def2-TZVPD basis) results for a molecular structure, C2H8N3O2.

Energy   -395.8153 a.u.
Total charge   -1
E_LUMO   0.1514 Eh
Gap between HOMO and LUMO   8.254 eV
HOMO   -4.13 eV

```
15
C2H8N3O2 (the ωB97M-V functional and the def2-TZVPD basis)
N -1.42 0.38 2.63
C -0.72 0.06 1.42
N -1.01 0.82 0.36
O 0.13 -0.83 1.49
H -2.40 0.55 2.46
H -1.34 -0.40 3.27
H -0.29 0.82 -0.68
H -1.54 1.63 0.65
N 1.89 -0.93 -1.49
C 0.72 -0.40 -2.20
O 0.27 0.83 -1.77
H 1.64 -1.04 -0.51
H 2.61 -0.21 -1.51
H 1.01 -0.33 -3.26
H -0.05 -1.18 -2.13
```


Record 4
DFT (the ωB97M-V functional and the def2-TZVPD basis) results for 2 unconnected molecules or ions with the total composition C2H8N3O2 at a distorted geometry.

Energy   -395.1724 a.u.
Total charge   +1
<S²>   2.009
E_LUMO (spin up / spin down)   -0.2109 / -0.2917 Eh
Spin multiplicity   3
Gap between HOMO and LUMO (spin up / spin down)   6.851 / 6.579 eV
HOMO (spin up / spin down)   -12.59 / -14.52 eV

```
15
C2H8N3O2 (the ωB97M-V functional and the def2-TZVPD basis)
C 2.86 -0.12 -0.01
C -2.50 -0.88 0.42
N 1.52 0.64 -0.01
N -1.54 1.25 0.03
N 0.38 0.28 -0.54
O -0.09 -0.78 -0.85
O -2.12 0.17 -0.48
H 3.05 -0.35 -1.00
H 3.61 0.54 0.49
H 2.95 -1.10 0.57
H -3.63 -0.92 0.28
H -2.40 -0.59 1.46
H -1.97 -1.75 0.05
H 1.45 1.59 0.38
H -1.58 2.01 -0.80
```


Going through the records in order, we get ΔE to the lowest compared entry with this formula, charge and spin values of 3.9935, 2.4634, 0.8536, 3.6805 eV.